Entry 1:
{
  "formula": "C2H6N2O2",
  "method": "ωB97M-V with the def2-TZVPD basis set",
  "smiles": "CON(C)N=O",
  "total_energy_ev": -9241.9881,
  "lumo_ev": 0.6,
  "gap_ev": 10.2,
  "de_lowest_kcal_mol": 122.90,
  "elements": ["C", "C", "H", "H", "H", "H", "H", "H", "N", "N", "O", "O"],
  "xyz": [[1.45, 1.09, 0.35], [-0.92, -0.71, -0.99], [2.55, 1.08, 0.31], [1.14, 1.69, -0.53], [1.18, 1.45, 1.35], [-0.55, -0.09, -1.79], [-0.69, -1.78, -1.08], [-1.96, -0.53, -0.85], [-0.35, -0.31, 0.29], [-0.86, -0.65, 1.46], [1.05, -0.26, 0.16], [-2.05, -0.96, 1.32]]
}


Entry 2:
{
  "formula": "C21H21CrN11OS",
  "method": "ωB97M-V with the def2-TZVPD basis set",
  "total_energy_ev": -79799.5194,
  "lumo_ev": [-6.8, -6.3],
  "s_squared": 6.016,
  "multiplicity": 5,
  "total_charge": 2,
  "gap_ev": [6.5, 7.1],
  "de_lowest_kcal_mol": 16.17,
  "elements": ["Cr", "N", "N", "C", "N", "S", "H", "H", "H", "H", "H", "C", "N", "C", "N", "C", "N", "C", "C", "C", "C", "C", "C", "C", "N", "N", "C", "O", "C", "C", "C", "C", "C", "C", "N", "C", "N", "C", "N", "C", "H", "H", "H", "H", "H", "H", "H", "H", "H", "H", "H", "H", "H", "H", "H", "H"],
  "xyz": [[2.71, 1.04, -0.15], [2.20, -1.27, -0.78], [3.18, -1.74, -1.66], [4.39, -1.17, -1.76], [5.29, -1.81, -2.48], [4.82, 0.31, -1.03], [2.17, -1.87, 0.03], [1.30, -1.33, -1.24], [3.04, -2.67, -2.04], [5.12, -2.70, -2.92], [6.21, -1.41, -2.60], [0.71, 0.09, 4.69], [1.76, 0.10, 3.65], [1.82, 0.87, 2.60], [2.77, 0.42, 1.77], [3.28, -0.68, 2.44], [2.68, -0.90, 3.57], [-0.47, -0.75, 4.26], [-0.94, -1.75, 5.10], [-2.03, -2.53, 4.73], [-2.64, -2.33, 3.51], [-2.18, -1.33, 2.65], [-1.10, -0.54, 3.04], [-2.85, -1.16, 1.36], [-3.93, -1.75, 0.98], [-4.19, -1.31, -0.32], [-3.26, -0.48, -0.62], [-2.36, -0.32, 0.39], [-3.12, 0.22, -1.91], [-4.04, -0.08, -2.91], [-3.94, 0.53, -4.14], [-2.94, 1.45, -4.39], [-2.02, 1.77, -3.40], [-0.98, 2.82, -3.73], [0.17, 2.78, -2.81], [1.08, 1.83, -2.71], [1.84, 2.07, -1.64], [1.31, 3.25, -1.14], [0.29, 3.69, -1.81], [-2.11, 1.16, -2.15], [0.42, 1.12, 4.87], [1.16, -0.31, 5.59], [1.22, 1.76, 2.46], [4.10, -1.27, 2.07], [-0.45, -1.93, 6.05], [-2.38, -3.31, 5.39], [-3.49, -2.93, 3.20], [-0.77, 0.25, 2.37], [-4.82, -0.80, -2.69], [-4.66, 0.29, -4.92], [-2.86, 1.92, -5.37], [-1.39, 3.82, -3.65], [-0.61, 2.69, -4.74], [1.19, 1.01, -3.40], [1.72, 3.78, -0.28], [-1.42, 1.41, -1.35]]
}


Entry 3:
{
  "formula": "C14H46N2O8",
  "method": "ωB97M-V with the def2-TZVPD basis set",
  "smiles": "COC[C@H](C)N.COC[C@H](C)N.CO.CO.CO.CO.CO.CO",
  "total_energy_ev": -34619.6904,
  "lumo_ev": 0.6,
  "gap_ev": 9.9,
  "de_lowest_kcal_mol": 90.51,
  "elements": ["C", "O", "H", "H", "H", "H", "C", "O", "H", "H", "H", "H", "C", "O", "H", "H", "H", "H", "C", "O", "H", "H", "H", "H", "C", "O", "H", "H", "H", "H", "C", "O", "H", "H", "H", "H", "C", "C", "C", "O", "C", "N", "H", "H", "H", "H", "H", "H", "H", "H", "H", "H", "H", "C", "C", "C", "O", "C", "N", "H", "H", "H", "H", "H", "H", "H", "H", "H", "H", "H"],
  "xyz": [[1.80, -3.16, 3.01], [1.05, -2.29, 2.21], [1.37, -3.28, 3.98], [1.96, -4.19, 2.66], [2.86, -2.72, 3.16], [0.69, -2.86, 1.47], [1.88, 0.47, 3.25], [2.16, 1.84, 3.67], [1.10, 0.12, 3.93], [1.48, 0.49, 2.25], [2.78, -0.13, 3.30], [2.79, 2.26, 3.15], [4.84, 3.05, 0.71], [3.66, 2.85, 1.46], [4.63, 3.24, -0.35], [5.45, 3.80, 1.13], [5.35, 2.07, 0.76], [2.95, 3.40, 1.15], [-0.62, 3.81, 2.62], [0.45, 3.25, 1.84], [-1.59, 3.55, 2.18], [-0.60, 3.40, 3.71], [-0.48, 4.96, 2.49], [0.93, 2.63, 2.43], [-3.98, 0.63, 2.19], [-2.67, 1.12, 2.20], [-4.73, 1.42, 1.93], [-4.07, -0.17, 1.43], [-4.22, 0.14, 3.16], [-2.32, 1.23, 1.25], [1.27, 0.07, -3.15], [1.75, -0.78, -2.04], [0.68, 0.95, -2.76], [2.18, 0.42, -3.66], [0.64, -0.53, -3.86], [1.75, -1.66, -2.40], [-2.49, 0.38, -2.58], [-2.08, 1.53, -1.71], [-3.23, 2.41, -1.46], [-3.74, 2.75, -2.68], [-4.74, 3.74, -2.66], [-1.35, 1.15, -0.43], [-3.49, -0.02, -2.37], [-1.81, -0.42, -2.39], [-2.47, 0.50, -3.65], [-1.29, 2.07, -2.27], [-2.91, 3.32, -0.92], [-4.01, 1.92, -0.80], [-5.17, 3.86, -3.67], [-4.31, 4.70, -2.26], [-5.45, 3.50, -1.97], [-0.67, 0.45, -0.77], [-0.84, 1.99, -0.06], [-0.72, -2.68, -0.96], [0.03, -4.02, -0.69], [1.57, -3.91, -0.86], [1.87, -3.62, -2.22], [3.27, -3.66, -2.44], [-0.18, -4.47, 0.68], [-0.42, -1.92, -0.29], [-1.80, -2.79, -0.97], [-0.45, -2.32, -2.00], [-0.38, -4.72, -1.42], [2.03, -4.90, -0.53], [1.92, -3.17, -0.22], [3.53, -3.51, -3.51], [3.66, -4.68, -2.17], [3.82, -2.83, -1.87], [0.23, -5.37, 0.79], [-1.13, -4.64, 0.86]]
}


Entry 4:
{
  "formula": "C20H49AlN8O7P",
  "method": "ωB97M-V with the def2-TZVPD basis set",
  "total_energy_ev": -63677.0186,
  "lumo_ev": 2.1,
  "total_charge": -1,
  "gap_ev": 5.9,
  "elements": ["N", "C", "C", "C", "C", "Al", "N", "C", "O", "P", "N", "O", "H", "H", "H", "H", "H", "H", "H", "H", "H", "H", "H", "H", "H", "H", "C", "O", "N", "C", "C", "H", "H", "H", "H", "H", "H", "H", "C", "O", "N", "C", "C", "H", "H", "H", "H", "H", "H", "H", "C", "O", "N", "C", "C", "H", "H", "H", "H", "H", "H", "H", "C", "O", "N", "C", "C", "H", "H", "H", "H", "H", "H", "H", "C", "O", "N", "C", "C", "H", "H", "H", "H", "H", "H", "H"],
  "xyz": [[4.23, -0.14, 2.29], [4.21, 1.25, 1.78], [2.76, 1.69, 1.38], [2.31, 1.20, -0.04], [0.73, 1.09, -0.15], [-0.34, 2.47, 0.91], [-1.30, 3.69, -0.28], [-0.87, 4.79, -0.09], [-0.69, 5.88, 0.33], [-1.92, 1.47, 2.38], [-2.35, -0.07, 1.61], [-1.11, 1.23, 3.87], [3.51, -0.28, 3.00], [4.08, -0.83, 1.55], [4.94, 1.37, 0.94], [4.54, 1.90, 2.64], [2.05, 1.23, 2.13], [2.68, 2.81, 1.38], [2.79, 0.20, -0.24], [2.75, 1.91, -0.80], [0.45, 1.19, -1.24], [0.48, 0.02, 0.11], [0.55, 3.42, 1.84], [-3.02, -0.52, 2.24], [-1.48, -0.61, 1.52], [-0.39, 0.58, 3.79], [3.91, -1.15, -2.45], [3.05, -1.30, -1.60], [4.94, -2.00, -2.68], [5.92, -1.76, -3.72], [5.06, -3.20, -1.86], [3.91, -0.28, -3.13], [5.91, -2.59, -4.43], [6.91, -1.68, -3.27], [5.70, -0.83, -4.24], [4.16, -3.81, -1.98], [5.16, -2.91, -0.81], [5.93, -3.78, -2.17], [-6.14, 0.78, 2.42], [-6.91, 0.22, 3.19], [-6.49, 1.74, 1.53], [-5.53, 2.36, 0.65], [-7.88, 2.15, 1.46], [-5.07, 0.55, 2.40], [-5.51, 3.43, 0.83], [-5.82, 2.17, -0.39], [-4.53, 1.95, 0.81], [-8.20, 2.53, 2.43], [-8.50, 1.28, 1.21], [-8.01, 2.92, 0.70], [5.58, -3.13, 2.96], [5.69, -3.39, 1.78], [6.47, -3.47, 3.92], [6.28, -3.12, 5.31], [7.66, -4.22, 3.54], [4.72, -2.56, 3.36], [7.12, -2.50, 5.65], [6.24, -4.03, 5.91], [5.35, -2.56, 5.45], [8.23, -3.64, 2.82], [7.35, -5.16, 3.08], [8.27, -4.42, 4.42], [5.38, 1.12, -6.44], [6.14, 1.25, -5.50], [4.22, 1.79, -6.59], [3.36, 1.59, -7.74], [3.82, 2.75, -5.57], [5.59, 0.42, -7.27], [3.25, 2.54, -8.27], [2.38, 1.25, -7.41], [3.79, 0.86, -8.42], [4.59, 3.52, -5.48], [3.73, 2.23, -4.61], [2.87, 3.21, -5.83], [-12.20, 0.19, 1.40], [-11.54, 1.17, 1.64], [-11.71, -1.04, 1.13], [-12.56, -2.17, 0.85], [-10.26, -1.22, 1.11], [-13.31, 0.22, 1.39], [-12.37, -2.96, 1.59], [-12.34, -2.56, -0.15], [-13.61, -1.89, 0.89], [-9.86, -0.96, 2.09], [-9.82, -0.56, 0.37], [-10.02, -2.26, 0.88]]
}